A structure of composition C47H48GeIrNPS4 in a non-equilibrium geometry, computed with the ωB97M-V functional and the def2-TZVPD basis.

Calculated values
* total charge: 0
* DFT total energy: -162989.406 eV
* 2S+1: 2
* expectation value of S²: 1.17

```
103
Properties=species:S:1:pos:R:3:mulliken_charge:R:1
Ir -0.734 -0.542 0.205 1.45
C -2.421 -0.987 -2.423 1.15
C -3.601 -0.027 -2.263 -1.57
S -3.485 0.682 -0.582 0.39
C -4.103 2.396 -0.836 -0.52
C -4.729 2.849 0.468 -0.97
S -3.708 2.342 1.908 0.17
C -4.875 1.277 2.818 -0.89
C -5.273 0.006 2.095 -0.85
S -3.940 -1.238 2.072 0.19
C -4.650 -2.354 0.808 -0.78
C -3.690 -3.490 0.526 -0.50
S -2.704 -3.289 -1.037 -0.26
H -1.567 -0.378 -2.732 -1.43
H -2.645 -1.714 -3.212 0.90
H -4.553 -0.558 -2.329 0.43
H -3.572 0.775 -2.999 0.66
H -4.842 2.383 -1.638 0.65
H -3.254 3.011 -1.130 -0.16
H -5.708 2.397 0.600 0.35
H -4.826 3.932 0.508 0.51
H -5.760 1.880 3.031 0.51
H -4.369 1.049 3.755 0.41
H -5.520 0.212 1.054 0.29
H -6.137 -0.439 2.594 0.62
H -4.839 -1.764 -0.089 0.07
H -5.599 -2.735 1.191 0.61
H -4.220 -4.424 0.346 0.51
H -2.996 -3.621 1.354 0.17
N 0.339 2.189 7.053 -0.61
C 0.033 1.796 6.018 -0.31
C -0.316 1.311 4.742 0.43
C -0.331 2.169 3.641 -1.06
C -0.629 1.674 2.387 -0.86
C -0.918 0.323 2.177 0.80
C -0.945 -0.506 3.302 0.10
C -0.642 -0.036 4.563 -0.94
H -0.100 3.216 3.773 0.60
H -0.641 2.368 1.556 0.78
H -1.223 -1.547 3.199 0.26
H -0.647 -0.708 5.410 0.57
C -2.102 -1.673 -1.121 -0.45
Ge 0.748 0.912 -1.278 -0.58
C -0.105 2.379 -2.359 0.88
C -0.794 3.392 -1.701 -0.73
C -1.242 4.512 -2.377 -0.39
C -0.990 4.645 -3.732 -0.64
C -0.306 3.646 -4.401 -0.73
C 0.124 2.521 -3.720 -0.54
C 1.690 -0.150 -2.706 0.69
C 0.981 -0.688 -3.773 -0.44
C 1.607 -1.359 -4.805 -0.92
C 2.981 -1.525 -4.778 -0.73
C 3.704 -1.026 -3.708 -0.92
C 3.063 -0.357 -2.680 -0.16
C 2.240 2.105 -0.627 0.69
C 3.109 2.585 -1.600 -0.46
C 4.183 3.389 -1.269 -0.98
C 4.383 3.766 0.049 -0.70
C 3.491 3.349 1.021 -0.73
C 2.433 2.519 0.683 0.10
H -0.965 3.300 -0.636 0.57
H -1.777 5.290 -1.846 0.47
H -1.315 5.530 -4.261 0.37
H -0.097 3.744 -5.458 0.43
H 0.663 1.747 -4.252 0.36
H -0.091 -0.573 -3.811 0.46
H 1.019 -1.741 -5.627 0.45
H 3.485 -2.035 -5.587 0.38
H 4.779 -1.155 -3.675 0.45
H 3.644 0.034 -1.855 0.60
H 2.942 2.318 -2.635 0.55
H 4.863 3.721 -2.041 0.43
H 5.226 4.388 0.314 0.38
H 3.620 3.666 2.048 0.46
H 1.749 2.196 1.458 0.12
C 0.139 -3.949 1.437 -1.71
P 0.891 -2.349 0.919 1.07
C 1.947 -1.902 2.334 0.33
C 2.475 -0.613 2.350 -0.03
C 3.271 -0.191 3.396 -0.67
C 3.545 -1.054 4.447 -0.73
C 3.030 -2.339 4.433 -0.80
C 2.237 -2.767 3.383 -0.67
C 2.119 -2.941 -0.289 0.66
C 1.678 -3.790 -1.303 -0.61
C 2.574 -4.305 -2.220 -0.81
C 3.913 -3.953 -2.154 -0.53
C 4.344 -3.064 -1.184 -0.76
C 3.457 -2.560 -0.253 -0.25
H 0.903 -4.719 1.555 0.53
H -0.567 -4.263 0.670 0.33
H -0.404 -3.801 2.368 0.45
H 2.246 0.058 1.533 -0.06
H 3.682 0.807 3.394 0.50
H 4.154 -0.724 5.276 0.40
H 3.249 -3.016 5.246 0.40
H 1.859 -3.777 3.386 0.38
H 0.628 -4.043 -1.366 0.27
H 2.229 -4.986 -2.984 0.43
H 4.612 -4.365 -2.866 0.41
H 5.383 -2.768 -1.152 0.44
H 3.808 -1.878 0.508 0.47
```

The ion C5H10NO with charge -1 in a non-equilibrium geometry, computed with the ωB97M-V functional and the def2-TZVPD basis.

Calculated values
* total charge: -1
* DFT total energy: -8883.069 eV
* structure (SMILES): C=NCCCC[O-]

```
17
Properties=species:S:1:pos:R:3:mulliken_charge:R:1
C -2.690 -1.786 0.107 -0.27
N -1.941 -1.687 -0.907 -0.52
C -0.598 -1.200 -0.624 -0.72
C -0.405 0.267 -0.233 -0.22
C 1.079 0.396 0.155 -0.55
C 1.586 1.875 0.384 -0.45
O 2.762 1.990 0.961 -0.86
H -3.698 -2.196 0.132 0.27
H -2.227 -1.766 1.107 0.25
H -0.159 -1.924 0.092 0.39
H 0.073 -1.382 -1.476 0.37
H -0.549 0.934 -1.090 0.21
H -1.084 0.626 0.536 0.34
H 1.231 -0.166 1.101 0.28
H 1.710 -0.024 -0.642 0.23
H 0.755 2.432 0.921 0.15
H 1.515 2.253 -0.707 0.11
```

A structure of composition C29H18Br2N2O2PSr, computed with the ωB97M-V functional and the def2-TZVPD basis.

Calculated values
* total charge: -1
* DFT total energy: -187653.809 eV

```
55
Properties=species:S:1:pos:R:3:mulliken_charge:R:1
Sr -2.034 0.454 -2.076 1.75
O -2.796 -2.066 -2.466 -0.65
C -2.206 -1.914 -1.392 0.33
C -2.165 -3.034 -0.401 -0.22
C -2.570 -4.347 -0.592 -0.61
C -2.466 -5.250 0.454 -0.58
C -1.972 -4.829 1.687 -0.64
C -1.571 -3.513 1.884 -0.53
C -1.660 -2.608 0.830 0.10
P -1.221 -0.815 0.887 0.47
C 0.419 -0.756 0.059 0.74
C 0.964 -1.795 -0.689 -0.37
C 2.191 -1.640 -1.319 -0.96
C 2.896 -0.452 -1.198 -0.57
C 2.367 0.588 -0.448 -0.79
C 1.134 0.440 0.168 -0.10
C -0.667 -0.694 2.647 -0.14
C -1.600 -0.216 3.566 -0.41
C -1.296 -0.132 4.918 -0.61
C -0.042 -0.514 5.371 -0.42
C 0.901 -0.980 4.465 -0.69
C 0.590 -1.072 3.116 0.21
H -2.961 -4.638 -1.561 0.47
H -2.769 -6.283 0.323 0.37
H -1.899 -5.537 2.504 0.39
H -1.194 -3.206 2.851 0.32
H 0.424 -2.726 -0.797 0.42
H 2.590 -2.446 -1.921 0.38
H 3.840 -0.324 -1.712 0.40
H 2.899 1.530 -0.372 0.52
H 0.715 1.265 0.736 0.39
H -2.577 0.099 3.215 0.37
H -2.037 0.241 5.614 0.39
H 0.203 -0.443 6.423 0.37
H 1.885 -1.276 4.810 0.39
H 1.332 -1.441 2.419 0.42
Br 2.617 0.245 -4.984 -0.17
C 2.145 1.650 -3.806 -0.22
C 3.093 2.639 -3.540 -0.39
C 2.820 3.660 -2.672 -0.04
Br 4.148 4.987 -2.361 -0.28
C 1.565 3.729 -2.021 1.21
C 1.184 4.747 -1.119 -0.93
C -0.052 4.717 -0.538 -0.79
C -0.915 3.649 -0.837 -0.52
N -0.583 2.680 -1.655 0.08
C 0.619 2.707 -2.278 -0.41
C 0.877 1.612 -3.208 0.97
O 0.007 0.716 -3.427 -1.00
H 4.053 2.588 -4.036 0.43
H 1.882 5.546 -0.906 0.31
H -0.374 5.494 0.142 0.41
H -1.907 3.598 -0.400 0.36
N -4.839 3.080 -2.191 -0.53
C -3.990 2.288 -2.163 -0.43
```

A structure of composition C40H43N3O2SeSm in a non-equilibrium geometry, computed with the ωB97M-V functional and the def2-TZVPD basis.

Calculated values
* total charge: -1
* DFT total energy: -133984.868 eV
* 2S+1: 6
* expectation value of S²: 8.77

```
90
Properties=species:S:1:pos:R:3:mulliken_charge:R:1
Sm -0.954 -1.144 1.128 -0.70
C 2.738 -0.470 3.524 -1.93
C 1.822 -0.888 2.388 0.94
O 0.627 -0.659 2.576 -0.48
C 2.491 -1.543 1.146 1.42
C 3.908 -1.681 1.210 -1.13
C 4.657 -2.248 0.180 -0.96
C 4.009 -2.695 -0.950 -0.66
C 2.621 -2.569 -1.032 -0.65
C 1.796 -2.003 -0.023 0.54
O 0.539 -1.960 -0.250 0.25
H 2.139 -0.026 4.326 0.34
H 3.443 0.295 3.188 0.41
H 3.250 -1.339 3.945 0.56
H 4.472 -1.348 2.072 0.28
H 5.734 -2.335 0.267 0.38
H 4.557 -3.141 -1.772 0.41
H 2.131 -2.931 -1.938 0.38
C -1.816 0.033 -3.407 -0.84
C -2.964 -0.723 -3.541 -1.22
C -3.436 -1.481 -2.459 -0.84
C -2.774 -1.503 -1.217 0.86
N -1.619 -0.721 -1.136 1.13
C -1.180 0.002 -2.189 -0.40
C -3.385 -2.402 -0.023 0.96
C -4.571 -3.142 -0.266 -1.14
C -5.200 -3.962 0.696 -0.95
C -4.675 -4.096 1.974 -0.42
C -3.520 -3.411 2.299 -0.66
C -2.916 -2.605 1.333 0.69
H -1.429 0.627 -4.226 0.49
H -3.504 -0.732 -4.484 0.41
H -4.340 -2.042 -2.649 0.25
H -0.273 0.570 -2.012 0.38
H -5.076 -3.120 -1.225 0.17
H -6.109 -4.498 0.429 0.34
H -5.165 -4.729 2.708 0.38
H -3.079 -3.489 3.287 0.23
C -0.137 -6.306 0.975 -0.54
C 0.086 -5.515 -0.153 -0.97
C -0.138 -4.139 -0.093 -0.53
C -0.582 -3.556 1.091 1.03
C -0.804 -4.345 2.217 -0.63
C -0.582 -5.721 2.161 -0.85
H 0.037 -7.378 0.930 0.34
H 0.432 -5.970 -1.077 0.37
H 0.032 -3.517 -0.966 0.28
H -1.151 -3.881 3.136 0.61
H -0.755 -6.336 3.040 0.36
C 0.537 4.273 3.336 -1.16
C 1.567 4.425 2.216 0.00
C 2.520 3.224 2.100 -0.87
C 1.837 1.909 1.668 -0.93
N 1.222 2.010 0.333 2.37
C -0.100 1.921 0.005 -1.70
Se -1.388 1.677 1.171 0.09
N -0.306 2.059 -1.337 0.95
C -1.585 2.010 -2.063 -0.43
C -1.944 3.319 -2.799 -0.70
C -2.269 4.527 -1.901 -0.70
C -1.063 5.121 -1.179 -0.58
C 0.931 2.207 -1.861 1.30
C 1.311 2.345 -3.200 -0.44
C 2.682 2.465 -3.486 -1.20
C 3.635 2.435 -2.447 -0.98
C 3.227 2.284 -1.110 -1.11
C 1.857 2.178 -0.850 0.14
H -0.085 5.191 3.391 0.37
H 1.050 4.133 4.311 0.31
H -0.137 3.416 3.155 0.17
H 2.178 5.325 2.446 0.45
H 1.055 4.600 1.248 -0.07
H 3.020 3.066 3.080 0.53
H 3.308 3.490 1.371 0.24
H 1.084 1.635 2.432 0.66
H 2.587 1.090 1.653 -0.47
H -2.423 1.767 -1.379 0.55
H -1.525 1.187 -2.808 0.24
H -2.870 3.101 -3.374 0.45
H -1.169 3.606 -3.536 0.14
H -3.058 4.255 -1.167 0.30
H -2.673 5.327 -2.559 0.38
H -0.647 4.420 -0.440 -0.12
H -1.379 6.031 -0.626 0.45
H -0.275 5.404 -1.909 0.25
H 0.591 2.349 -4.004 0.38
H 3.009 2.573 -4.512 0.44
H 4.688 2.519 -2.681 0.41
H 3.967 2.241 -0.325 0.46
H -2.354 -0.342 2.499 -0.24
```

A structure of composition C31H69Br10N3O9 in a non-equilibrium geometry, computed with the ωB97M-V functional and the def2-TZVPD basis.

Calculated values
* total charge: 0
* DFT total energy: -756545.204 eV

```
122
Properties=species:S:1:pos:R:3:mulliken_charge:R:1
C -0.370 7.179 1.533 -0.74
O -0.414 6.310 2.593 -0.47
C -0.030 4.995 2.410 0.05
C 0.626 4.338 3.654 -0.91
N 1.140 2.935 3.462 -0.17
C 0.212 2.143 2.690 -0.79
C 0.619 0.640 2.931 -0.57
O -0.134 -0.425 2.230 -0.50
C -1.556 -0.404 2.412 -1.76
H -1.147 6.885 0.827 0.33
H 0.569 7.225 0.980 0.27
H -0.398 8.227 1.829 0.29
H 0.616 4.846 1.544 0.18
H -0.981 4.562 2.098 0.25
H -0.100 4.249 4.461 0.37
H 1.499 4.918 3.951 0.32
H 2.085 2.971 3.107 -0.06
H 0.144 2.322 1.617 0.09
H -0.792 2.270 3.095 1.00
H 0.740 0.436 3.995 0.88
H 1.649 0.544 2.589 -0.91
H -2.029 -1.243 1.901 0.47
H -2.111 0.467 2.064 0.47
H -1.755 -0.615 3.463 0.58
C 2.917 2.697 0.437 -0.75
O 2.699 3.141 1.792 0.01
C 3.809 2.983 2.742 -1.61
C 3.488 1.840 3.646 -0.47
N 3.744 0.582 2.894 0.18
C 3.724 -0.505 3.903 -1.48
C 2.384 -0.953 4.439 0.70
O 2.528 -2.158 5.174 -0.51
C 1.452 -3.064 5.089 -0.48
H 2.004 2.472 -0.114 -0.23
H 3.366 1.704 0.419 1.01
H 3.644 3.359 -0.035 -0.21
H 3.834 3.840 3.415 0.58
H 4.800 2.909 2.294 0.38
H 2.455 1.885 3.992 0.92
H 4.122 1.879 4.531 0.55
H 2.972 0.428 2.261 -1.42
H 4.289 -0.388 4.828 0.60
H 4.196 -1.383 3.462 0.61
H 1.693 -1.098 3.608 -0.77
H 1.849 -0.218 5.039 0.77
H 1.386 -3.363 4.043 -0.05
H 0.531 -2.505 5.253 0.29
H 1.489 -3.957 5.713 0.36
C -2.242 -1.111 -1.987 -0.72
O -3.635 -1.441 -2.315 -0.21
C -4.025 -2.553 -1.437 -0.28
C -5.264 -3.078 -1.995 -1.17
N -4.937 -3.638 -3.365 -0.37
C -4.147 -4.868 -3.354 -0.37
C -4.121 -5.802 -4.585 -0.56
O -2.970 -6.652 -4.619 -0.38
C -2.960 -7.597 -3.550 -0.79
H -1.615 -2.001 -2.031 0.79
H -2.050 -0.670 -1.009 0.91
H -1.852 -0.470 -2.778 -0.06
H -4.220 -2.201 -0.424 0.14
H -3.237 -3.298 -1.332 0.50
H -6.035 -2.309 -1.941 0.32
H -5.648 -3.893 -1.382 0.41
H -4.366 -2.958 -3.848 0.38
H -4.449 -5.423 -2.466 0.33
H -3.114 -4.573 -3.172 0.18
H -4.034 -5.077 -5.394 0.31
H -5.036 -6.373 -4.741 0.32
H -2.768 -8.599 -3.934 0.32
H -3.872 -7.726 -2.967 0.33
H -2.218 -7.394 -2.779 0.26
Br 2.602 -0.151 1.051 1.42
C 2.510 -2.066 1.523 -0.31
C 1.126 -2.393 1.849 -0.42
Br 0.330 -2.938 0.142 0.01
H 3.049 -2.172 2.465 0.08
H 2.944 -2.647 0.710 0.74
H 0.542 -1.591 2.300 0.16
H 0.987 -3.272 2.478 0.78
Br 3.083 4.253 -4.222 -0.17
C 3.865 2.805 -3.027 -0.71
C 3.201 3.133 -1.605 0.65
Br 3.822 4.844 -0.825 -0.26
H 4.951 2.877 -3.093 0.55
H 3.519 1.860 -3.446 0.24
H 3.249 2.318 -0.883 -0.38
H 2.118 3.238 -1.669 0.51
Br -2.570 0.111 0.454 0.14
C -4.472 0.229 -0.127 -1.09
C -4.635 0.711 -1.591 -0.62
Br -6.595 0.795 -1.911 -0.17
H -4.873 1.086 0.415 0.74
H -5.023 -0.687 0.084 0.50
H -4.253 0.035 -2.356 0.11
H -4.229 1.717 -1.696 0.67
Br -3.099 0.775 -3.571 -0.21
C -1.128 0.601 -3.637 -0.44
C -0.307 1.897 -3.565 0.01
Br 1.631 1.495 -3.799 -0.21
H -0.933 0.179 -4.623 0.72
H -0.801 -0.157 -2.925 -1.92
H -0.463 2.303 -2.566 -0.02
H -0.564 2.742 -4.204 0.68
Br 2.864 -3.421 -1.907 -0.19
C 3.192 -1.525 -2.531 0.50
C 2.293 -1.185 -3.739 -0.34
Br 0.374 -1.394 -3.201 0.33
H 4.233 -1.458 -2.848 0.56
H 2.994 -0.858 -1.692 -0.59
H 2.430 -1.870 -4.576 0.57
H 2.401 -0.175 -4.132 -0.03
C -0.702 0.994 -0.544 -1.23
C -0.254 -0.466 -0.327 -0.01
O 0.975 -0.535 -0.931 0.93
C 1.480 0.705 -1.128 -0.54
O 2.624 1.004 -1.506 -0.73
O 0.513 1.574 -0.999 -0.94
H -0.996 1.436 0.408 1.47
H -1.559 0.994 -1.218 0.39
H -1.001 -1.106 -0.798 -0.18
H -0.086 -0.839 0.683 0.01
```

An isolated molecule of C4H7NO2 in a non-equilibrium geometry, computed with the ωB97M-V functional and the def2-TZVPD basis.

Calculated values
* total charge: 0
* DFT total energy: -9845.454 eV
* structure (SMILES): O=C1CNC[C@@H]1O

```
14
Properties=species:S:1:pos:R:3:mulliken_charge:R:1
O 0.416 -2.295 0.189 -0.56
C 0.013 -1.157 0.139 0.39
C -1.398 -0.627 -0.374 -0.35
N -1.309 0.818 -0.168 -0.46
C 0.215 1.286 0.026 -0.66
C 0.952 0.086 0.596 0.30
O 2.248 -0.135 0.078 -0.54
H -1.582 -0.923 -1.427 0.24
H -2.173 -1.141 0.228 0.26
H -1.615 1.300 -1.003 0.26
H 0.096 2.133 0.701 0.28
H 0.739 1.621 -0.894 0.28
H 0.995 0.120 1.699 0.21
H 2.403 -1.087 0.211 0.33
```